Record 1
Below is the molecule C17H14Cl2FNO5S, with properties calculated with ωB97M-V/def2-TZVPD.

Structure (XYZ):
```
41
C17H14Cl2FNO5S ωB97M-V/def2-TZVPD
O -1.1685 1.3322 0.7394
C -2.1080 0.6306 0.4463
C -2.7912 -0.3412 1.3815
C -1.8570 -0.7703 2.5243
N -0.4800 -0.9563 2.0951
S -0.3147 -1.9764 0.7789
O -0.3740 -1.2786 -0.4736
O -1.2249 -3.0600 0.9574
C 1.4018 -2.5080 1.0244
C 1.7633 -3.7999 1.3906
Cl 0.5818 -5.0014 1.6773
C 3.1039 -4.1452 1.5373
C 4.0864 -3.1985 1.3187
C 3.7467 -1.9045 0.9639
C 2.4077 -1.5676 0.8227
Cl 2.0023 0.0436 0.4005
O -2.6640 0.6155 -0.7585
C -2.0116 1.4384 -1.7122
C -2.0594 2.8965 -1.2656
O -2.9159 3.2976 -0.5172
C -0.9847 3.7829 -1.7774
C -0.6151 4.8766 -0.9934
C 0.3896 5.7352 -1.3940
C 1.0375 5.5278 -2.6017
C 0.6759 4.4635 -3.4095
C -0.3216 3.6037 -2.9891
F -0.6714 2.5947 -3.8138
H -3.0894 -1.2088 0.7916
H -3.6896 0.1332 1.7805
H -1.8456 -0.0228 3.3197
H -2.1954 -1.7263 2.9276
H -0.0705 -0.0542 1.8739
H 3.3540 -5.1542 1.8207
H 5.1251 -3.4682 1.4286
H 4.5016 -1.1537 0.7981
H -2.5570 1.3108 -2.6498
H -0.9791 1.0947 -1.8315
H -1.1339 5.0213 -0.0583
H 0.6668 6.5690 -0.7679
H 1.8215 6.1972 -2.9211
H 1.1539 4.2888 -4.3605
```

- Energy: -2505.6018 hartree
- Structure (SMILES): O=C(CCNS(=O)(=O)c1c(Cl)cccc1Cl)OCC(=O)c1ccccc1F
- Maximum force: 0.92 eV/Å

Partial atomic charges computed with the natural (NBO) method, in multiples of e: atom 1 (O): -0.6423, atom 2 (C): 0.8399, atom 3 (C): -0.5458, atom 4 (C): -0.2232, atom 5 (N): -0.8701, atom 6 (S): 2.2970, atom 7 (O): -0.9388, atom 8 (O): -0.9316, atom 9 (C): -0.2976, atom 10 (C): -0.0312, atom 11 (Cl): 0.0683, atom 12 (C): -0.2354, atom 13 (C): -0.1649, atom 14 (C): -0.2374, atom 15 (C): -0.0294, atom 16 (Cl): 0.0546, atom 17 (O): -0.4775, atom 18 (C): -0.1801, atom 19 (C): 0.5745, atom 20 (O): -0.5222, atom 21 (C): -0.2436, atom 22 (C): -0.1228, atom 23 (C): -0.2334, atom 24 (C): -0.1678, atom 25 (C): -0.2870, atom 26 (C): 0.4309, atom 27 (F): -0.3246, atom 28 (H): 0.2528, atom 29 (H): 0.2515, atom 30 (H): 0.2179, atom 31 (H): 0.2267, atom 32 (H): 0.4298, atom 33 (H): 0.2356, atom 34 (H): 0.2258, atom 35 (H): 0.2347, atom 36 (H): 0.2321, atom 37 (H): 0.2242, atom 38 (H): 0.2378, atom 39 (H): 0.2201, atom 40 (H): 0.2196, atom 41 (H): 0.2328

---

Record 2
Below is a structure of composition C3H22NO14S2 in a non-equilibrium geometry, with properties calculated with ωB97M-V/def2-TZVPD.

Structure (XYZ):
```
42
C3H22NO14S2 ωB97M-V/def2-TZVPD
O 4.0200 -0.9474 0.1433
C 2.8831 -0.7668 -0.2161
O 2.6344 -0.3507 -1.5018
C 1.7205 -0.9581 0.7320
C 0.3374 -1.0677 0.0813
S -0.7543 0.2514 0.6411
O -0.3850 0.5527 2.0151
O -0.5149 1.3337 -0.2874
N -2.2682 -0.2725 0.6768
S -2.8136 -1.1662 -0.5250
O -3.8169 -2.0637 0.0069
O -3.2600 -0.3983 -1.6785
H 2.2720 -1.0647 -2.0391
H 1.9510 -1.8918 1.2494
H 1.7484 -0.1669 1.4853
H 0.3949 -0.9604 -1.0029
H -0.1277 -2.0324 0.2909
H -1.8337 -1.9707 -0.9845
O 3.4541 2.0934 0.4566
H 4.1092 1.7325 -0.1526
H 3.9444 2.2842 1.2618
O -0.1830 -0.5322 4.7558
H -0.8513 0.0486 5.1288
H -0.2335 -0.3505 3.8047
O -1.8660 -2.3545 -3.3187
H -2.6354 -1.7739 -3.2105
H -2.0750 -2.9467 -4.0452
O 0.8300 2.2947 -2.7760
H 0.5503 2.1934 -1.8560
H 0.5301 3.1777 -3.0115
O -4.5743 2.5984 -0.8047
H -4.0870 1.8314 -1.1346
H -4.6256 2.4473 0.1459
O 3.3290 -3.7744 0.4065
H 4.2805 -3.7467 0.2673
H 3.0888 -4.7053 0.3748
O -4.8127 0.9722 2.4258
H -4.1908 0.6409 1.7643
H -4.2926 0.9994 3.2337
O 2.7335 3.9829 -0.8123
H 2.8054 3.1729 -0.2838
H 2.5847 3.6550 -1.7068
```

- Energy relative to the best compared isomer or geometry (same formula, charge and spin): 0.0 kcal per mole
- Charge: -1
- Maximum force: 2.02 eV/Å

Partial atomic charges computed with the natural (NBO) method, in multiples of e: atom 1 (O): -0.5872, atom 2 (C): 0.8331, atom 3 (O): -0.7287, atom 4 (C): -0.5586, atom 5 (C): -0.6880, atom 6 (S): 2.3137, atom 7 (O): -1.0090, atom 8 (O): -0.9904, atom 9 (N): -1.2315, atom 10 (S): 2.1341, atom 11 (O): -0.9735, atom 12 (O): -1.0095, atom 13 (H): 0.4983, atom 14 (H): 0.2646, atom 15 (H): 0.2896, atom 16 (H): 0.2469, atom 17 (H): 0.2331, atom 18 (H): -0.0240, atom 19 (O): -0.9172, atom 20 (H): 0.4925, atom 21 (H): 0.4877, atom 22 (O): -0.9675, atom 23 (H): 0.4592, atom 24 (H): 0.5010, atom 25 (O): -0.9675, atom 26 (H): 0.5005, atom 27 (H): 0.4643, atom 28 (O): -0.9660, atom 29 (H): 0.5043, atom 30 (H): 0.4613, atom 31 (O): -0.9629, atom 32 (H): 0.4886, atom 33 (H): 0.4724, atom 34 (O): -0.9422, atom 35 (H): 0.4786, atom 36 (H): 0.4675, atom 37 (O): -0.9595, atom 38 (H): 0.4917, atom 39 (H): 0.4641, atom 40 (O): -1.0003, atom 41 (H): 0.4751, atom 42 (H): 0.4615

---

Record 3
Below is the ion C11H15N3P with charge +1 in a non-equilibrium geometry, with properties calculated with ωB97M-V/def2-TZVPD.

Structure (XYZ):
```
30
C11H15N3P ωB97M-V/def2-TZVPD
C -1.3273 2.6999 0.9405
C -2.0292 1.2506 0.9232
P -0.9077 -0.0110 1.8067
C -0.7269 0.7151 3.5772
N 0.7556 0.0196 1.1686
C 2.0279 0.4441 1.7846
C 3.2019 0.2314 0.8078
N 2.5710 -0.2877 -0.3998
C 1.1585 -0.3963 -0.1470
C 0.3536 -0.9855 -1.3785
C 0.8386 -2.3103 -2.0039
C 0.2043 -3.0257 -3.2501
C -1.0219 -2.2011 -3.8192
C -1.3724 -0.9032 -3.0506
N -0.7664 -0.2924 -1.9223
H -0.2312 2.6679 0.5653
H -1.9133 3.3693 0.1982
H -1.4009 3.1818 1.9778
H -2.2021 0.8423 -0.1313
H -3.0310 1.2568 1.5062
H -1.6728 1.3033 3.8942
H -0.5133 -0.0971 4.3603
H 0.1361 1.4894 3.6399
H 2.1321 0.8740 2.8336
H 4.3215 0.4052 0.9008
H 2.9428 -0.5634 -1.3180
H 1.7515 -2.8188 -1.5149
H 0.5931 -3.9886 -3.7148
H -1.6054 -2.5538 -4.7406
H -2.2662 -0.3160 -3.4939
```

- Energy: -933.3428 hartree
- Structure (SMILES): CCP(C)n1cc[nH+]c1-c1ccccn1
- Charge: +1
- Maximum force: 6.61 eV/Å

Partial atomic charges computed with the natural (NBO) method, in multiples of e: atom 1 (C): -0.6420, atom 2 (C): -0.7030, atom 3 (P): 0.9709, atom 4 (C): -0.9572, atom 5 (N): -0.5932, atom 6 (C): -0.0473, atom 7 (C): -0.0493, atom 8 (N): -0.5013, atom 9 (C): 0.4352, atom 10 (C): 0.0954, atom 11 (C): -0.2429, atom 12 (C): -0.1529, atom 13 (C): -0.2120, atom 14 (C): 0.0329, atom 15 (N): -0.4189, atom 16 (H): 0.2104, atom 17 (H): 0.2385, atom 18 (H): 0.2238, atom 19 (H): 0.2704, atom 20 (H): 0.2635, atom 21 (H): 0.2726, atom 22 (H): 0.2648, atom 23 (H): 0.2321, atom 24 (H): 0.2713, atom 25 (H): 0.2808, atom 26 (H): 0.4690, atom 27 (H): 0.2334, atom 28 (H): 0.2641, atom 29 (H): 0.2621, atom 30 (H): 0.2285

---

Record 4
Below is a cluster of 2 separate species, C33H38BNO2S2 in total in a non-equilibrium geometry, with properties calculated with ωB97M-V/def2-TZVPD.

Structure (XYZ):
```
77
C33H38BNO2S2 ωB97M-V/def2-TZVPD
C 5.6573 2.6942 -1.3376
C 4.4533 1.9253 -0.9496
C 4.2461 1.1472 0.1777
C 2.9387 0.5294 0.2092
C 2.1312 0.9231 -0.8473
B 0.8002 0.2090 -1.6307
C -0.3392 1.3345 -1.8156
C -0.3410 2.6704 -1.4852
C -1.3910 3.3948 -2.1324
C -2.2005 2.5941 -2.9184
C -3.3083 3.0362 -3.7866
S -1.6802 0.9526 -2.8638
O 1.1593 -0.0613 -2.9947
C 1.5722 -1.4140 -3.0525
C 1.2551 -2.0020 -4.4243
C 3.0883 -1.4455 -2.9487
C 0.8127 -2.0977 -1.8097
C -0.5287 -2.7097 -2.2126
C 1.6754 -3.0928 -1.0222
O 0.4929 -1.0009 -0.9327
S 3.0292 2.0023 -1.9188
H 6.3147 2.8949 -0.4877
H 6.2416 2.1492 -2.0909
H 5.3615 3.6538 -1.7838
H 5.0067 0.9961 0.9327
H 2.6208 -0.1230 1.0026
H 0.3907 3.1213 -0.8186
H -1.5419 4.4710 -2.0526
H -4.0564 3.6004 -3.2238
H -2.9177 3.6877 -4.5742
H -3.7789 2.1648 -4.2372
H 1.6548 -3.0289 -4.4818
H 0.1819 -2.0169 -4.6523
H 1.7660 -1.4124 -5.1989
H 3.4334 -2.4575 -3.2113
H 3.5095 -0.7367 -3.6720
H 3.4359 -1.1693 -1.9489
H -0.4121 -3.5188 -2.9459
H -1.0161 -3.1384 -1.3242
H -1.1913 -1.9350 -2.6218
H 2.0079 -3.9270 -1.6488
H 2.5608 -2.6145 -0.5830
H 1.0932 -3.5164 -0.1901
C 1.6654 -2.1579 5.3217
N 0.9176 -1.7397 4.1459
C 1.2243 -0.7084 3.3109
C 0.2002 -0.5614 2.3345
C -0.0636 0.5704 1.5387
C -1.3571 1.2498 1.4979
C -2.3349 0.9086 0.5557
C -3.5737 1.5351 0.5180
C -3.8849 2.5634 1.4210
C -5.2291 3.2321 1.3224
C -2.9138 2.9317 2.3670
C -1.6668 2.3164 2.3820
C -0.7204 -1.6848 2.5717
C -1.9623 -2.0343 2.0500
C -2.7296 -3.0209 2.7183
C -2.2600 -3.6316 3.8943
C -1.0067 -3.3030 4.4256
C -0.2576 -2.3648 3.7328
H 1.7374 -3.2482 5.3199
H 2.6824 -1.7415 5.2820
H 1.1928 -1.8555 6.2714
H 2.0880 -0.0739 3.4628
H 0.7981 1.1279 1.1880
H -2.0658 0.1625 -0.1898
H -4.3117 1.2190 -0.2169
H -5.5563 3.6328 2.2868
H -5.2297 4.0620 0.6002
H -5.9677 2.5059 0.9682
H -3.1231 3.7260 3.0927
H -0.8983 2.6272 3.0882
H -2.3367 -1.5557 1.1603
H -3.7152 -3.2933 2.3328
H -2.8903 -4.3584 4.4074
H -0.6389 -3.7713 5.3469
```

- Energy relative to the best compared isomer or geometry (same formula, charge and spin): 13.3 kcal per mole
- Maximum force: 2.57 eV/Å

Partial atomic charges computed with the Mulliken method, in multiples of e: atom 1 (C): -1.3642, atom 2 (C): 0.5947, atom 3 (C): -1.2195, atom 4 (C): -0.9713, atom 5 (C): 0.4313, atom 6 (B): 0.9793, atom 7 (C): 0.8467, atom 8 (C): -0.9454, atom 9 (C): -1.1842, atom 10 (C): 0.5805, atom 11 (C): -1.4374, atom 12 (S): -0.4293, atom 13 (O): -0.7139, atom 14 (C): 1.7353, atom 15 (C): -1.8532, atom 16 (C): -1.9068, atom 17 (C): 1.7096, atom 18 (C): -1.8156, atom 19 (C): -1.8389, atom 20 (O): 0.2829, atom 21 (S): -0.3279, atom 22 (H): 0.3624, atom 23 (H): 0.2437, atom 24 (H): 0.3440, atom 25 (H): 0.3666, atom 26 (H): 0.6322, atom 27 (H): 0.5783, atom 28 (H): 0.3813, atom 29 (H): 0.2926, atom 30 (H): 0.3013, atom 31 (H): 0.4035, atom 32 (H): 0.3490, atom 33 (H): 0.3361, atom 34 (H): 0.4540, atom 35 (H): 0.4110, atom 36 (H): 0.4274, atom 37 (H): 0.2382, atom 38 (H): 0.3474, atom 39 (H): 0.4032, atom 40 (H): 0.2020, atom 41 (H): 0.3804, atom 42 (H): 0.2566, atom 43 (H): 0.4006, atom 44 (C): -1.0116, atom 45 (N): 0.2523, atom 46 (C): -0.3902, atom 47 (C): 1.4783, atom 48 (C): -1.2055, atom 49 (C): 0.1030, atom 50 (C): 0.5361, atom 51 (C): -1.3423, atom 52 (C): 0.9414, atom 53 (C): -1.5062, atom 54 (C): -0.8465, atom 55 (C): -0.9905, atom 56 (C): 0.6785, atom 57 (C): -0.0839, atom 58 (C): -1.1293, atom 59 (C): -0.6104, atom 60 (C): -0.7062, atom 61 (C): -0.5860, atom 62 (H): 0.3825, atom 63 (H): 0.3506, atom 64 (H): 0.3138, atom 65 (H): 0.5499, atom 66 (H): 0.7014, atom 67 (H): 0.7456, atom 68 (H): 0.3857, atom 69 (H): 0.3979, atom 70 (H): 0.2537, atom 71 (H): 0.3831, atom 72 (H): 0.3836, atom 73 (H): 0.4692, atom 74 (H): 0.6285, atom 75 (H): 0.4314, atom 76 (H): 0.3926, atom 77 (H): 0.3851